[1]
{"formula": "C7H12N2O6", "method": "wB97M-V/def2-TZVPD", "homo_energy_ev": -9.85, "gap_ha": 0.370, "lumo_ev": 0.21, "e_above_lowest_ev": 1.8812, "smiles": "N[C@@H](CC(=O)O)C(=O)N[C@@H](CO)C(=O)O", "species": ["N", "C", "C", "C", "O", "O", "C", "O", "N", "C", "C", "O", "C", "O", "O", "H", "H", "H", "H", "H", "H", "H", "H", "H", "H", "H", "H"], "positions_angstrom": [[-1.512, 1.827, 1.375], [-1.432, 0.504, 0.883], [-2.770, 0.003, 0.279], [-2.488, -1.378, -0.478], [-1.542, -2.156, -0.222], [-3.426, -1.817, -1.276], [-0.315, 0.509, -0.172], [-0.238, 1.435, -0.980], [0.716, -0.357, 0.162], [1.958, -0.406, -0.417], [2.629, 1.025, -0.498], [2.178, 1.722, -1.702], [2.885, -1.449, 0.238], [3.585, -2.206, -0.436], [2.788, -1.370, 1.528], [-2.220, 2.099, 2.031], [-1.539, 2.487, 0.519], [-1.125, -0.155, 1.673], [-3.577, -0.116, 1.000], [-3.152, 0.707, -0.544], [-3.140, -2.670, -1.633], [0.374, -1.288, 0.417], [1.852, -0.629, -1.468], [3.691, 0.795, -0.678], [2.562, 1.641, 0.413], [1.243, 2.001, -1.562], [2.015, -0.760, 1.549]], "atomic_forces_ev_per_a": [[0.88, 2.94, -2.11], [-1.61, -0.89, -0.75], [0.62, -0.81, -3.02], [1.52, -1.63, 2.67], [-1.33, 2.40, -0.36], [-1.13, 0.80, -0.85], [1.20, 1.36, 0.91], [-0.83, -1.38, 0.75], [-3.14, -0.61, 1.61], [2.63, 1.56, -2.98], [0.27, -0.33, -1.60], [0.56, -0.18, 1.45], [1.03, -1.13, -4.15], [-1.27, 1.67, 2.07], [-0.53, 0.12, 1.44], [-0.37, -0.49, 0.12], [-0.01, -1.23, 2.03], [0.04, -0.48, 0.37], [0.14, -0.19, 0.08], [0.62, -0.76, 1.27], [0.09, -0.10, 0.08], [-0.51, 0.45, 0.07], [0.39, -0.51, -0.46], [-0.25, 0.39, 0.04], [-0.33, -0.29, -0.18], [0.90, -0.54, -0.06], [0.40, -0.15, 1.56]]}

[2]
{"formula": "C7H12N2S", "method": "wB97M-V/def2-TZVPD", "homo_energy_ev": -9.26, "gap_ha": 0.359, "lumo_ev": 0.49, "e_above_lowest_ev": 3.9230, "species": ["C", "C", "C", "C", "C", "C", "C", "N", "N", "S", "H", "H", "H", "H", "H", "H", "H", "H", "H", "H", "H", "H"], "positions_angstrom": [[1.728, 1.153, -1.867], [0.578, -0.906, 1.718], [-0.048, 0.469, 2.143], [0.326, -1.061, 0.241], [0.038, 1.207, 0.794], [-0.435, -0.609, -2.509], [-0.309, 0.610, -1.583], [2.788, 1.559, -1.987], [-0.249, 0.226, -0.210], [-1.172, 2.001, -2.162], [1.709, -0.689, 1.904], [0.307, -1.627, 2.361], [-0.953, 0.160, 2.529], [0.455, 0.961, 2.844], [1.118, -1.225, -0.420], [-0.524, -1.836, 0.152], [-0.757, 2.121, 0.725], [0.951, 1.766, 0.620], [0.146, -1.471, -2.446], [-0.381, -0.224, -3.469], [-1.510, -0.971, -2.608], [-1.301, 2.647, -0.976]], "atomic_forces_ev_per_a": [[-3.18, -1.12, 0.12], [4.67, 4.67, -0.78], [0.30, -2.35, -4.64], [-3.85, -0.71, -0.03], [-3.47, 2.92, 0.63], [-3.30, 1.40, 0.07], [2.64, -3.10, 2.79], [1.74, 0.63, -0.12], [-0.83, 1.53, -1.57], [-0.48, 0.46, 0.34], [-1.61, -0.92, -0.50], [-1.10, -2.91, 1.74], [-2.67, 0.42, 0.32], [2.31, 1.81, 2.98], [1.66, -0.97, -0.51], [1.51, 0.78, -0.43], [1.44, -2.17, 0.36], [0.81, -0.42, 0.04], [1.46, -0.89, 0.74], [0.87, 0.70, -2.15], [0.91, 0.48, 1.05], [0.15, -0.25, -0.46]]}

[3]
{"formula": "C7H12N3", "method": "wB97M-V/def2-TZVPD", "homo_energy_ev": [-11.26, -11.26], "gap_ha": [0.262, 0.262], "lumo_ev": [-4.13, -4.13], "total_charge": 1, "e_above_lowest_ev": 5.9674, "species": ["C", "C", "C", "C", "C", "C", "C", "N", "N", "N", "H", "H", "H", "H", "H", "H", "H", "H", "H", "H", "H", "H"], "positions_angstrom": [[0.188, -2.102, -0.377], [1.997, 1.389, -0.430], [-0.918, -1.411, 0.479], [-1.234, -0.034, -0.132], [-0.349, 1.151, 0.435], [2.074, -0.865, 0.390], [-2.671, 0.396, -0.289], [1.351, -1.667, -0.392], [0.820, 1.683, -0.035], [2.654, 0.310, 0.055], [-0.056, -2.734, -1.210], [2.740, 2.184, -0.682], [-1.941, -1.951, 0.317], [-0.615, -1.393, 1.633], [-0.837, 0.013, -1.199], [-0.912, 1.981, 0.851], [2.454, -1.457, 1.213], [-3.258, -0.331, -1.070], [-2.712, 1.369, -0.691], [-3.218, 0.204, 0.616], [0.831, 2.661, 0.099], [3.609, 0.602, 0.417]], "atomic_forces_ev_per_a": [[-2.28, 1.55, 0.67], [3.94, -0.22, -1.59], [-1.34, -1.82, 0.72], [3.53, 1.82, -1.51], [0.09, -0.29, -0.63], [1.17, 0.03, 0.50], [-1.39, -3.59, -1.12], [0.99, 1.12, -0.63], [-4.09, 0.69, 1.04], [0.92, -1.91, 1.09], [-0.38, -0.75, 0.05], [-1.39, -0.44, 0.17], [2.09, 0.30, 0.69], [-0.79, 0.05, -2.63], [-0.31, -0.66, 0.95], [-0.15, -0.30, 0.16], [0.68, 0.50, 0.24], [1.67, 1.67, 1.63], [-0.37, 1.22, -0.14], [-0.37, 0.67, 0.55], [-0.64, 1.61, -0.01], [-1.57, -1.25, -0.22]]}

[4]
{"formula": "C7H12N3", "method": "wB97M-V/def2-TZVPD", "homo_energy_ev": -13.22, "gap_ha": 0.380, "lumo_ev": -2.88, "total_charge": 1, "e_above_lowest_ev": 4.2656, "species": ["C", "C", "C", "C", "C", "C", "C", "N", "N", "N", "H", "H", "H", "H", "H", "H", "H", "H", "H", "H", "H", "H"], "positions_angstrom": [[1.159, 1.152, -0.226], [0.229, 0.938, -1.137], [-1.892, -1.260, -0.394], [0.046, -0.495, 0.698], [-0.180, 1.562, -2.421], [-0.140, -1.622, 1.652], [2.208, 0.211, 1.735], [-0.615, -0.182, -0.396], [1.125, 0.288, 0.801], [-2.906, -0.862, -0.962], [1.851, 1.881, -0.241], [-1.251, 2.003, -2.269], [-0.185, 0.813, -3.206], [0.479, 2.369, -2.663], [-1.151, -1.627, 2.045], [0.641, -1.840, 2.528], [-0.146, -2.460, 0.929], [2.125, -0.649, 2.226], [3.152, 0.099, 1.035], [2.211, 1.083, 2.466], [-3.680, -1.481, -0.991], [-3.083, 0.077, -1.210]], "atomic_forces_ev_per_a": [[-0.94, -0.70, -1.17], [-2.97, -2.07, 1.36], [5.28, -0.57, 1.11], [2.18, 0.50, 1.33], [-2.41, 0.00, 1.17], [0.50, -1.54, 0.53], [2.41, 3.40, -2.29], [-1.53, -0.35, -1.19], [-0.99, -0.19, 0.74], [-2.22, 1.67, -1.35], [2.47, 2.26, -0.23], [1.86, -0.72, -0.58], [-0.10, 0.09, -0.23], [0.41, 0.42, -0.19], [0.08, 0.04, 0.29], [-1.72, 0.99, -2.27], [0.11, -0.18, 0.79], [-0.14, -3.30, 2.23], [-1.47, 0.66, 1.94], [0.28, -1.03, -1.17], [-0.86, -0.63, 0.03], [-0.25, 1.26, -0.85]]}